Here is C6H7NS in the gas phase at a distorted geometry from the OMol25 dataset. Energies are from the ωB97M-V functional and the def2-TZVPD basis.

Cartesian coordinates (Å):
C: 0.16885 1.05990 -0.93179
C: -0.13089 -3.01135 0.62147
C: -0.30712 0.20672 0.02643
C: 1.03675 2.14733 -0.40361
C: -1.15241 -1.00530 -0.26834
C: 0.08509 0.51638 1.32266
N: -0.33685 -2.17926 -0.25373
S: 1.05535 1.93940 1.41150
H: -0.01875 0.98678 -1.98648
H: 0.52977 -3.84968 0.47393
H: 2.06675 2.07010 -0.76917
H: 0.67122 3.15210 -0.62896
H: -1.97754 -1.07229 0.45112
H: -1.56110 -0.92611 -1.27955
H: -0.12911 -0.03471 2.21452

Output
**Gap between HOMO and LUMO (alpha / beta)**: 3.78 / 3.50 eV
**Total charge**: 0
**Energy above the lowest of the compared OMol25 structures with the same formula, charge and spin**: 130.4 kcal per mole
**E**: -685.5620 Ha
**LUMO (alpha / beta)**: -1.67 / -1.80 eV



Here is C6H7NS in the gas phase at a distorted geometry from the OMol25 dataset. Energies are from the ωB97M-V functional and the def2-TZVPD basis.

Cartesian coordinates (Å):
C: 2.39159 1.27663 -0.03856
C: 1.23771 1.25330 0.33203
C: -0.15958 1.04708 0.62462
N: -0.71775 0.03546 -0.28388
C: -0.47266 -1.33528 -0.02457
C: 0.38914 -1.75251 0.88597
C: -1.56631 0.37790 -1.33781
S: -2.24571 -0.60414 -2.47154
H: 3.36764 1.39977 -0.42144
H: -0.28925 0.71558 1.68559
H: -0.70572 2.00180 0.50201
H: -1.04937 -1.99758 -0.67134
H: 0.94483 -1.07246 1.58504
H: 0.59088 -2.81880 1.02631
H: -1.71545 1.47325 -1.39242

Output
**Gap between HOMO and LUMO**: 8.89 eV
**Total charge**: 0
**Structure (SMILES)**: C#CCN(C=C)C=S
**Energy above the lowest of the compared OMol25 structures with the same formula, charge and spin**: 68.7 kcal per mole
**E**: -685.6605 Ha
**LUMO**: 0.24 eV



Here is a molecular structure, C6H7NdO6 at a distorted geometry from the OMol25 dataset. Energies are from the ωB97M-V functional and the def2-TZVPD basis.

Cartesian coordinates (Å):
O: -0.51884 0.06908 1.46727
O: 1.51025 1.06431 1.01265
C: 2.42728 0.00573 1.23325
C: 2.17830 -0.89589 0.03024
O: 0.78273 -0.72425 -0.20813
C: 0.31575 0.51945 0.54346
H: 3.44046 0.41929 1.26551
H: 2.20819 -0.51061 2.18053
H: 2.39703 -1.95163 0.22480
H: 2.73960 -0.55440 -0.85075
Nd: -1.10488 -1.90130 0.64528
O: -2.60020 -1.60841 -0.45047
O: -2.64388 0.61425 -0.69591
C: -1.41278 0.77917 -1.25473
C: -0.32997 1.45502 -0.49663
O: -4.54890 -0.51926 -0.69451
C: -3.33689 -0.58624 -0.64208
H: -1.23496 0.20099 -2.16148
H: 0.45058 1.79444 -1.19151
H: -0.71886 2.33026 0.04320

Output
**Gap between HOMO and LUMO (alpha / beta)**: 6.46 / 9.18 eV
**Total charge**: +1
**Energy above the lowest of the compared OMol25 structures with the same formula, charge and spin**: 0.0 kcal per mole
**2S+1**: 5
**E**: -1245.3915 Ha
**LUMO (alpha / beta)**: -5.18 / -5.15 eV
**<S²>**: 6.01



Here is C6H7O2P in the gas phase at a distorted geometry from the OMol25 dataset. Energies are from the ωB97M-V functional and the def2-TZVPD basis.

Cartesian coordinates (Å):
C: -1.07927 3.05012 -0.99455
C: -0.15535 2.19306 -0.58898
P: -0.14450 0.44586 -1.06293
O: -1.19629 -0.16305 0.50685
C: -1.18261 -1.45035 0.76154
C: -0.14424 -2.31682 0.72954
C: 1.22344 -2.11903 0.34913
C: 1.85450 -1.04949 -0.16317
O: 1.32352 0.17092 -0.44287
H: -1.07784 4.08466 -0.68840
H: -1.88352 2.75179 -1.64701
H: 0.66021 2.49269 0.05989
H: -2.15633 -1.83247 1.07160
H: -0.36893 -3.32309 1.05593
H: 1.85848 -2.97949 0.51571
H: 2.92128 -1.06706 -0.34500

Output
**Gap between HOMO and LUMO**: 8.07 eV
**Total charge**: 0
**Structure (SMILES)**: C=Cp1occcco1
**Energy above the lowest of the compared OMol25 structures with the same formula, charge and spin**: 0.0 kcal per mole
**E**: -724.6006 Ha
**LUMO**: 0.25 eV



Here is a molecular structure, C6H7O6Zn at a distorted geometry from the OMol25 dataset. Energies are from the ωB97M-V functional and the def2-TZVPD basis.

Cartesian coordinates (Å):
O: 0.10642 0.20019 1.57025
O: -1.82101 -0.74375 0.74264
C: -2.64686 0.37709 0.47906
C: -1.98160 0.98879 -0.74704
O: -0.60052 0.71361 -0.52629
C: -0.48929 -0.37439 0.53883
H: -3.66702 0.02550 0.29283
H: -2.64794 1.07137 1.33349
H: -2.13905 2.06965 -0.83396
H: -2.30724 0.49095 -1.67152
Zn: 0.87776 1.55817 0.50350
O: 2.88536 1.87198 0.32141
O: 2.29381 -0.13060 -0.16286
C: 1.69562 -1.30558 -0.41786
C: 0.27297 -1.55732 -0.08323
O: 4.48096 0.29449 -0.11646
C: 3.36343 0.74291 -0.01310
H: 2.39590 -2.01239 -0.86152
H: -0.28534 -1.88632 -0.97491
H: 0.21364 -2.39435 0.62674

Output
**Gap between HOMO and LUMO (alpha / beta)**: 6.05 / 8.80 eV
**Total charge**: 0
**Energy above the lowest of the compared OMol25 structures with the same formula, charge and spin**: 9.5 kcal per mole
**2S+1**: 2
**E**: -2463.5259 Ha
**LUMO (alpha / beta)**: -1.11 / -1.11 eV
**<S²>**: 0.75



Here is 2 unconnected molecules or ions with the total composition C6H7PS at a distorted geometry from the OMol25 dataset. Energies are from the ωB97M-V functional and the def2-TZVPD basis.

Cartesian coordinates (Å):
C: 0.48490 0.24752 -2.07268
C: 0.93763 0.49617 -0.75161
C: -0.93425 0.31957 -2.25426
C: -1.95076 0.58212 -1.32274
C: 0.05748 0.85468 0.24496
C: 0.82945 1.19140 2.20562
P: -1.64985 1.01953 0.34340
S: 1.36836 -0.32524 2.87803
H: 1.12318 -0.14172 -2.80832
H: 1.99851 0.05969 -0.62548
H: -1.32257 0.16668 -3.17048
H: -2.95493 0.74725 -1.79618
H: -0.00010 1.49666 2.87098
H: 1.70323 1.81744 1.88296
H: 0.09611 -0.79059 3.34756

Output
**Gap between HOMO and LUMO**: 8.41 eV
**Total charge**: 0
**Energy above the lowest of the compared OMol25 structures with the same formula, charge and spin**: 72.9 kcal per mole
**E**: -972.2305 Ha
**LUMO**: 0.19 eV



Here is a gas-phase ion, C6H8 (charge -1) at a distorted geometry from the OMol25 dataset. Energies are from the ωB97M-V functional and the def2-TZVPD basis.

Cartesian coordinates (Å):
C: 1.55626 -0.08390 -0.60563
C: 1.53514 -1.38519 0.00844
C: 0.25280 1.19244 1.18091
C: 0.29953 0.44962 0.03070
C: -0.93907 0.05161 -0.69367
C: -2.17229 0.31282 -0.24640
H: 1.65194 -0.02843 -1.69179
H: 1.93354 -1.49660 1.01857
H: 1.50355 -2.35046 -0.52301
H: -0.59960 1.82346 1.41233
H: 1.18835 1.36552 1.69230
H: -0.86210 -0.66383 -1.49616
H: -3.05109 -0.02287 -0.77908
H: -2.29695 0.83581 0.69249

Output
**Gap between HOMO and LUMO (alpha / beta)**: 4.79 / 6.23 eV
**Total charge**: -1
**Energy above the lowest of the compared OMol25 structures with the same formula, charge and spin**: 44.7 kcal per mole
**2S+1**: 2
**E**: -233.2516 Ha
**LUMO (alpha / beta)**: 4.34 / 4.28 eV
**<S²>**: 0.76



Here is C6H8 in the gas phase from the OMol25 dataset. Energies are from the ωB97M-V functional and the def2-TZVPD basis.

Cartesian coordinates (Å):
C: -0.01228 -0.47446 -1.10937
C: -0.35387 0.98927 -0.90921
C: -1.39580 1.40268 -0.19359
C: -0.25345 -0.63779 1.74210
C: 0.97659 -1.01080 1.12342
C: 1.10857 -0.95424 -0.22470
H: -0.90213 -1.06643 -0.84881
H: 0.23907 -0.65664 -2.16148
H: 0.32977 1.71629 -1.35096
H: -2.06417 0.68857 0.28646
H: -1.59159 2.46044 -0.03648
H: -0.02180 -0.02973 2.64073
H: 1.86196 -1.26300 1.71677
H: 2.07915 -1.16416 -0.67487

Output
**Gap between HOMO and LUMO (alpha / beta)**: 7.69 / 7.74 eV
**Total charge**: 0
**Energy above the lowest of the compared OMol25 structures with the same formula, charge and spin**: 97.1 kcal per mole
**E**: -233.2322 Ha
**LUMO (alpha / beta)**: -0.45 / -0.69 eV



Here is 2 unconnected molecules or ions with the total composition C6H8 at a distorted geometry from the OMol25 dataset. Energies are from the ωB97M-V functional and the def2-TZVPD basis.

Cartesian coordinates (Å):
C: 2.27047 1.35408 -0.01950
C: 1.48410 0.38339 0.31291
C: 0.50367 -0.39554 0.46360
C: 0.27739 -1.56322 -0.32493
H: 3.13890 1.57871 0.50237
H: 1.91623 2.02833 -0.71216
H: -0.21881 -0.21980 1.16939
H: 0.59689 -1.53397 -1.38479
H: 0.88468 -2.46890 -0.09174
H: -0.83432 -1.82289 -0.16895
C: -3.04096 0.59034 0.36980
C: -2.02649 0.76442 -0.25628
H: -3.81361 0.42857 1.03306
H: -1.13814 0.87647 -0.89277

Output
**Gap between HOMO and LUMO**: 10.37 eV
**Total charge**: 0
**Structure (SMILES)**: C=C=CC.C#C
**Energy above the lowest of the compared OMol25 structures with the same formula, charge and spin**: 93.7 kcal per mole
**E**: -233.2376 Ha
**LUMO**: 1.05 eV



Here is C6H8 in the gas phase from the OMol25 dataset. Energies are from the ωB97M-V functional and the def2-TZVPD basis.

Cartesian coordinates (Å):
C: -0.43076 -0.64141 -0.96243
C: 0.34308 -0.75656 0.35940
C: 1.15724 0.46407 -0.12726
C: -0.23188 0.89392 -0.74229
C: -0.93095 1.23273 0.52574
C: -0.65222 -0.04456 1.29245
H: -1.45424 -1.03114 -0.98954
H: 0.13182 -0.98518 -1.83592
H: 0.82744 -1.68357 0.67581
H: 1.86858 0.23662 -0.92845
H: 1.62757 1.11686 0.61567
H: -0.29524 1.60728 -1.56501
H: -1.63575 -0.54122 1.35649
H: -0.32468 0.13218 2.32534

Output
**Gap between HOMO and LUMO**: 8.73 eV
**Total charge**: 0
**Energy above the lowest of the compared OMol25 structures with the same formula, charge and spin**: 80.6 kcal per mole
**E**: -233.2585 Ha
**LUMO**: 0.37 eV